No. 1
DFT (ωB97M-V with the def2-TZVPD basis set) results for a single C23H21N3O7 molecule.

Geometry as XYZ:
```
54
Properties=species:S:1:pos:R:3:forces:R:3
C 5.396 4.205 0.770 -0.079 0.247 0.001
O 5.851 2.874 0.811 -0.041 -0.530 -0.075
C 5.067 1.890 0.275 0.129 -0.007 0.044
C 3.822 2.137 -0.294 0.084 0.076 0.043
C 3.046 1.118 -0.810 -0.024 -0.255 -0.032
C 3.494 -0.196 -0.758 0.159 0.490 0.045
C 2.620 -1.253 -1.315 0.099 -0.203 0.088
O 1.772 -1.024 -2.168 -0.036 0.158 -0.173
N 2.801 -2.499 -0.818 0.143 -0.157 0.132
C 2.043 -3.632 -1.301 -0.231 -0.056 -0.108
C 0.653 -3.739 -0.647 0.382 0.004 -0.207
O 0.351 -4.656 0.085 -0.162 -0.166 0.175
N -0.142 -2.695 -0.996 0.271 0.212 -0.370
N -1.391 -2.384 -0.595 -0.641 0.257 0.181
C -2.100 -3.126 0.160 0.754 -0.512 -0.052
C -3.433 -2.692 0.539 -0.801 0.341 0.142
C -4.255 -3.545 1.274 0.243 0.090 -0.138
C -5.532 -3.150 1.630 -0.074 0.059 0.006
C -6.001 -1.900 1.272 0.061 0.264 -0.126
C -5.177 -1.042 0.548 0.244 -0.404 0.214
O -5.729 0.179 0.181 -0.268 -0.252 -0.126
C -5.005 1.309 0.234 0.379 0.153 0.229
O -3.874 1.402 0.642 -0.380 0.042 -0.159
C -5.787 2.450 -0.249 0.624 0.904 0.055
C -5.424 3.773 -0.340 -0.045 -0.968 0.145
C -6.541 4.447 -0.870 -0.489 -0.282 -0.131
C -7.496 3.490 -1.062 0.155 0.874 -0.091
O -7.053 2.288 -0.692 -0.128 -0.543 0.043
C -3.905 -1.429 0.173 -0.092 0.004 -0.009
C 4.745 -0.452 -0.210 -0.054 0.243 0.022
C 5.546 0.562 0.302 -0.053 -0.065 -0.018
O 6.735 0.122 0.798 -0.372 -0.074 -0.062
C 7.750 1.017 1.195 0.444 0.203 0.172
H 4.465 4.330 1.331 0.030 -0.006 -0.038
H 6.182 4.792 1.243 -0.093 0.009 -0.044
H 5.255 4.551 -0.259 -0.011 -0.020 0.042
H 3.442 3.144 -0.334 0.003 0.107 0.026
H 2.084 1.329 -1.249 -0.084 0.020 -0.045
H 3.383 -2.632 -0.008 -0.040 0.091 -0.043
H 2.593 -4.550 -1.089 -0.146 0.093 -0.012
H 1.913 -3.517 -2.382 0.083 -0.074 0.104
H 0.264 -1.976 -1.605 -0.076 -0.361 0.254
H -1.774 -4.088 0.551 0.139 0.074 -0.105
H -3.890 -4.521 1.559 0.056 -0.102 0.027
H -6.167 -3.817 2.194 -0.054 -0.045 0.039
H -6.993 -1.573 1.541 -0.103 0.045 0.029
H -4.477 4.184 -0.058 0.225 0.021 0.079
H -6.626 5.493 -1.080 -0.086 0.200 -0.066
H -8.497 3.549 -1.445 -0.127 -0.115 -0.028
H -3.259 -0.777 -0.391 0.010 0.066 -0.025
H 5.164 -1.447 -0.188 0.069 -0.114 -0.003
H 8.030 1.695 0.387 -0.007 -0.043 0.060
H 8.601 0.382 1.446 -0.041 0.066 -0.022
H 7.459 1.598 2.072 0.055 -0.060 -0.091
```
Forces are in eV/Å.

Calculated values
HOMO-LUMO gap (eV): 8.91
HOMO energy (eV): -8.315
Spin multiplicity: 1
Molecular weight (g/mol): 451.43
Energy above the lowest of the compared OMol25 structures with the same formula, charge and spin (kcal per mole): 0.4
Structure (SMILES): COc1ccc(C(=O)NCC(=O)N/N=C/c2cccc(OC(=O)c3ccco3)c2)cc1OC



No. 2
DFT (ωB97M-V with the def2-TZVPD basis set) results for a single C6H13N3O molecule.

Geometry as XYZ:
```
23
Properties=species:S:1:pos:R:3:forces:R:3
C 0.064 2.293 0.305 -0.545 2.105 -3.486
N 0.301 1.273 0.905 0.226 -0.926 3.966
C 0.128 -0.011 0.385 1.583 -1.253 -1.183
C -1.300 -0.396 0.546 -1.238 -0.975 3.165
N -2.182 0.033 -0.211 -0.614 1.343 -1.746
N -3.506 -0.098 0.008 -2.182 -0.262 2.126
C 0.576 -0.092 -1.136 -2.505 0.350 1.536
C 1.941 0.471 -1.277 -0.583 3.845 0.127
O 0.970 -0.745 1.303 -1.089 0.695 -0.563
C 1.304 -2.088 1.037 0.922 2.447 -2.470
H -0.141 2.214 -0.768 -0.517 0.565 -0.178
H 0.145 3.291 0.684 0.151 0.390 0.696
H -1.670 -0.786 1.561 0.992 0.071 -1.086
H -4.046 0.755 -0.218 0.914 -0.780 -0.251
H -3.863 -0.402 0.995 1.402 0.472 -1.879
H 0.545 -1.158 -1.375 -0.059 0.146 -0.372
H -0.297 0.457 -1.690 1.876 -1.119 0.625
H 2.653 0.005 -0.651 0.775 -0.324 0.795
H 2.002 1.671 -1.182 -0.181 -2.815 0.338
H 2.211 0.377 -2.264 1.055 -0.609 -2.418
H 1.473 -2.401 1.989 1.404 -1.554 2.498
H 2.214 -1.996 0.353 -1.118 -1.256 0.785
H 0.479 -2.667 0.700 -0.667 -0.557 -1.026
```
Forces are in eV/Å.

Calculated values
HOMO-LUMO gap (eV): 9.92
HOMO energy (eV): -8.889
Spin multiplicity: 1
Molecular weight (g/mol): 143.19
Energy above the lowest of the compared OMol25 structures with the same formula, charge and spin (kcal per mole): 118.6
Structure (SMILES): C=N[C@@](/C=N/N)(CC)OC



No. 3
DFT (ωB97M-V with the def2-TZVPD basis set) results for a single C4H3F3 molecule.

Geometry as XYZ:
```
10
Properties=species:S:1:pos:R:3:forces:R:3
C 1.725 0.693 -0.062 0.390 -0.134 -0.096
C 0.699 -0.149 0.036 1.338 -0.042 -0.144
F 0.931 -1.508 0.142 -0.359 1.255 -0.263
C -0.702 0.213 0.004 0.266 -1.632 0.854
F -0.967 1.491 0.169 -0.194 0.800 -0.330
C -1.648 -0.716 -0.002 -0.197 0.311 -0.284
F -2.915 -0.290 -0.010 -0.312 -0.437 0.110
H 1.606 1.792 -0.117 -0.118 -1.015 -0.005
H 2.738 0.265 -0.128 -0.603 0.362 0.221
H -1.467 -1.792 -0.031 -0.212 0.532 -0.062
```
Forces are in eV/Å.

Calculated values
HOMO-LUMO gap (eV): 10.05
HOMO energy (eV): -9.314
Spin multiplicity: 1
Molecular weight (g/mol): 108.06
Energy above the lowest of the compared OMol25 structures with the same formula, charge and spin (kcal per mole): 7.9
Structure (SMILES): C=C(F)/C(F)=C/F



No. 4
DFT (ωB97M-V with the def2-TZVPD basis set) results for a single C2H3N3S2 molecule.

Geometry as XYZ:
```
10
Properties=species:S:1:pos:R:3:forces:R:3
S 1.096 2.265 -0.027 -0.224 -2.274 0.874
C 0.077 0.811 -0.532 1.513 1.143 -2.174
N -0.452 0.560 -1.734 0.297 4.698 0.200
N -1.002 -0.608 -1.760 -0.362 -3.112 0.328
C -0.694 -1.213 -0.624 0.321 -1.598 -1.373
N 0.036 -0.353 0.090 0.976 -0.526 4.465
S 0.512 -0.594 1.759 -2.708 0.625 -0.144
H 1.799 1.561 1.029 -1.158 1.024 -1.686
H -0.573 -2.295 -0.441 -0.932 0.804 -0.018
H -0.799 -0.134 2.240 2.277 -0.784 -0.472
```
Forces are in eV/Å.

Calculated values
HOMO-LUMO gap (eV): 9.01
HOMO energy (eV): -9.073
Spin multiplicity: 1
Molecular weight (g/mol): 133.20
Energy above the lowest of the compared OMol25 structures with the same formula, charge and spin (kcal per mole): 41.2
Structure (SMILES): Sc1nncn1S



- The highest HOMO-LUMO gap belongs to which entry?
  C4H3F3



- What is the HOMO-LUMO gap in the first record?
  8.91 eV



What did the third record say?
DFT (ωB97M-V with the def2-TZVPD basis set) results for a single C4H3F3 molecule.

Geometry as XYZ:
```
10
Properties=species:S:1:pos:R:3:forces:R:3
C 1.725 0.693 -0.062 0.390 -0.134 -0.096
C 0.699 -0.149 0.036 1.338 -0.042 -0.144
F 0.931 -1.508 0.142 -0.359 1.255 -0.263
C -0.702 0.213 0.004 0.266 -1.632 0.854
F -0.967 1.491 0.169 -0.194 0.800 -0.330
C -1.648 -0.716 -0.002 -0.197 0.311 -0.284
F -2.915 -0.290 -0.010 -0.312 -0.437 0.110
H 1.606 1.792 -0.117 -0.118 -1.015 -0.005
H 2.738 0.265 -0.128 -0.603 0.362 0.221
H -1.467 -1.792 -0.031 -0.212 0.532 -0.062
```
Forces are in eV/Å.

Calculated values
HOMO-LUMO gap (eV): 10.05
HOMO energy (eV): -9.314
Spin multiplicity: 1
Molecular weight (g/mol): 108.06
Energy above the lowest of the compared OMol25 structures with the same formula, charge and spin (kcal per mole): 7.9
Structure (SMILES): C=C(F)/C(F)=C/F